Record 1
{
  "formula": "C8H32N16O8",
  "method": "ωB97M-V with the def2-TZVPD basis set",
  "symbols": ["C", "O", "N", "N", "H", "H", "H", "H", "C", "O", "N", "N", "H", "H", "H", "H", "C", "O", "N", "N", "H", "H", "H", "H", "C", "O", "N", "N", "H", "H", "H", "H", "C", "O", "N", "N", "H", "H", "H", "H", "C", "O", "N", "N", "H", "H", "H", "H", "C", "O", "N", "N", "H", "H", "H", "H", "C", "O", "N", "N", "H", "H", "H", "H"],
  "xyz": [[6.1317, -2.1989, -17.3844], [6.2414, -1.2461, -17.9899], [5.5910, -3.2786, -17.8477], [6.4078, -2.4201, -16.1452], [5.2968, -4.0125, -17.2192], [5.3133, -3.3371, -18.8170], [6.7306, -1.6542, -15.5713], [6.2789, -3.3377, -15.7433], [11.2684, -6.9081, -16.0257], [10.9823, -8.0619, -15.6498], [12.5141, -6.4782, -16.1385], [10.3742, -6.0703, -16.5184], [13.2346, -7.1595, -15.9469], [12.6917, -5.5259, -16.4244], [9.4092, -6.3680, -16.5308], [10.6446, -5.1023, -16.6178], [2.7700, -10.9071, -7.0231], [3.9153, -10.9192, -6.5598], [2.1362, -9.9045, -7.6258], [2.0115, -12.0408, -6.9987], [1.1518, -9.8071, -7.8296], [2.6866, -9.0780, -7.8103], [1.1864, -11.9441, -7.5733], [2.4898, -12.8514, -6.6324], [5.9244, -7.8013, -13.3318], [5.9397, -6.9561, -14.2238], [6.9529, -8.0632, -12.5226], [5.0009, -8.6489, -13.1710], [6.9174, -8.7689, -11.8009], [7.8006, -7.5822, -12.7876], [4.9499, -9.0870, -12.2624], [4.2950, -8.7248, -13.8894], [0.6990, -4.5277, -12.4315], [0.0253, -4.3962, -13.4325], [1.5825, -5.5165, -12.3597], [0.5737, -4.0497, -11.2633], [1.8135, -5.9138, -11.4603], [1.5565, -6.0481, -13.2180], [1.3110, -4.0935, -10.5744], [-0.2098, -3.4357, -11.0922], [0.1338, -9.0513, -16.4052], [1.1959, -8.4501, -16.3183], [-0.6488, -9.4641, -15.4035], [-0.3648, -9.3393, -17.5879], [-1.5663, -9.8760, -15.4971], [-0.4391, -9.2120, -14.4482], [0.0808, -9.0739, -18.4545], [-1.1702, -9.9466, -17.6393], [12.4985, -6.5704, -9.9971], [12.2878, -5.7297, -9.2111], [13.1952, -7.6522, -9.8456], [12.3846, -6.3085, -11.2518], [13.6080, -7.7232, -8.9266], [13.2596, -8.3556, -10.5677], [12.1114, -5.3416, -11.3548], [12.7549, -6.8568, -12.0148], [8.8513, -12.9140, -12.6641], [8.1304, -13.6845, -12.0691], [10.0407, -12.4673, -12.3419], [8.5282, -12.1851, -13.7048], [10.2384, -12.6188, -11.3631], [10.5372, -11.8021, -12.9173], [7.5771, -12.3872, -13.9779], [9.1602, -11.4735, -14.0432]],
  "forces_ev_per_a": [[-1.4, -4.1, 1.8], [1.6, 8.2, -4.5], [-2.5, -5.0, -3.1], [2.1, 0.5, 5.9], [0.0, 0.1, -0.6], [0.0, 0.1, 0.4], [-0.1, -0.4, 0.0], [0.2, 0.6, 0.2], [-0.9, -3.5, 0.1], [0.4, 1.2, 0.0], [2.1, 0.5, 0.4], [-1.6, 1.5, -0.4], [0.0, 0.5, 0.0], [0.5, -0.5, 0.0], [0.2, 0.4, 0.2], [-0.6, -0.2, -0.2], [1.5, -2.5, 1.3], [-1.1, 0.9, -0.7], [0.1, 3.0, -1.1], [-0.1, 0.7, 0.1], [0.3, -0.5, 0.3], [-0.1, -0.1, 0.2], [0.1, -1.4, 0.3], [-0.7, -0.1, -0.4], [3.0, 2.7, -2.2], [0.3, 0.2, 0.1], [2.3, 1.0, 1.1], [-5.2, -3.5, 0.7], [0.4, 0.2, -0.4], [0.0, -0.2, 0.7], [-0.6, -0.4, -0.6], [-0.3, 0.0, 0.6], [-0.4, -3.2, -3.1], [-0.7, 1.4, -0.4], [2.5, -2.2, -1.4], [-2.1, 4.4, 5.3], [0.0, -0.2, -0.6], [0.6, -0.5, 0.4], [-0.3, 0.1, -0.3], [0.4, 0.2, 0.1], [1.8, 1.3, -0.2], [0.0, 0.0, 1.0], [-0.9, -0.6, 2.7], [-1.8, -1.2, -2.8], [0.3, 0.2, -0.4], [0.3, 0.1, -0.4], [0.1, 0.0, 0.5], [0.2, 0.2, -0.3], [1.9, -0.2, -1.4], [-1.5, 2.8, 4.6], [1.8, -4.1, 2.6], [-2.2, 2.0, -5.5], [0.0, -0.8, -0.3], [0.2, 0.1, 0.6], [-0.1, -0.3, -0.9], [-0.2, 0.4, 0.3], [-0.8, 0.8, 0.2], [0.0, -0.6, 0.3], [3.9, -0.7, 3.4], [-3.2, 0.1, -3.1], [0.9, 0.2, -0.3], [0.0, -0.3, 0.7], [0.2, 0.8, -1.0], [-1.1, -0.1, -0.4]],
  "lowdin_charge": [-0.90, 0.13, 0.15, 0.16, 0.11, 0.12, 0.12, 0.11, -0.74, -0.02, 0.15, 0.16, 0.12, 0.11, 0.12, 0.11, -0.71, 0.01, 0.14, 0.13, 0.11, 0.11, 0.09, 0.11, -0.79, 0.01, 0.15, 0.17, 0.10, 0.11, 0.12, 0.13, -0.80, 0.05, 0.14, 0.16, 0.10, 0.11, 0.12, 0.13, -0.75, 0.02, 0.15, 0.15, 0.10, 0.11, 0.12, 0.10, -0.86, 0.09, 0.16, 0.15, 0.12, 0.11, 0.12, 0.11, -0.78, 0.05, 0.14, 0.14, 0.12, 0.11, 0.12, 0.11],
  "relative_energy_kj_mol": 700.0,
  "homo_energy_ev": -9.61,
  "e_tot_ha": -1802.16188,
  "gap_ev": 9.5
}


Record 2
{
  "formula": "C8H32N16O8V",
  "method": "ωB97M-V with the def2-TZVPD basis set",
  "symbols": ["V", "C", "O", "N", "N", "H", "H", "H", "H", "C", "O", "N", "N", "H", "H", "H", "H", "C", "O", "N", "N", "H", "H", "H", "H", "C", "O", "N", "N", "H", "H", "H", "H", "C", "O", "N", "N", "H", "H", "H", "H", "C", "O", "N", "N", "H", "H", "H", "H", "C", "O", "N", "N", "H", "H", "H", "H", "C", "O", "N", "N", "H", "H", "H", "H"],
  "xyz": [[-0.0479, 0.1318, 0.0401], [-5.3954, 1.3550, 1.1996], [-4.2189, 1.0512, 1.1450], [-6.3802, 0.8732, 1.9182], [-5.8711, 2.4546, 0.5909], [-6.3731, 0.0152, 2.4510], [-7.1779, 1.4882, 1.8430], [-6.7586, 2.8930, 0.7915], [-5.1037, 2.9428, 0.1517], [-2.1157, 1.5878, -5.0666], [-1.7593, 1.4532, -3.9089], [-1.4533, 1.2789, -6.1435], [-3.1031, 2.3768, -5.3643], [-0.4680, 1.1937, -5.9385], [-1.9206, 1.2294, -7.0375], [-3.6226, 2.8762, -4.6565], [-3.2612, 2.4626, -6.3581], [-0.2461, -0.0485, 5.5968], [0.1887, 0.2620, 4.4899], [0.4973, -0.2138, 6.5725], [-1.4974, -0.2051, 5.8366], [1.4574, -0.4126, 6.3298], [0.2729, -0.4278, 7.5337], [-1.7878, -0.2078, 6.8039], [-2.0773, 0.1092, 5.0717], [-2.4288, -4.9820, 1.9156], [-1.9322, -3.8594, 1.6366], [-2.3678, -5.5351, 3.0786], [-2.9556, -5.8876, 1.0559], [-2.7505, -4.9641, 3.8186], [-2.7681, -6.4448, 2.8990], [-3.4047, -6.7478, 1.3360], [-3.0480, -5.4248, 0.1630], [5.0560, 2.3628, -1.7153], [3.8828, 2.1796, -1.5632], [5.7090, 2.1906, -2.7957], [5.9159, 2.9150, -0.9114], [6.6555, 2.5399, -2.8415], [5.2451, 1.8479, -3.6249], [6.8812, 3.0240, -1.1878], [5.7181, 3.1263, 0.0563], [4.5154, -2.4863, 2.5821], [3.6792, -2.1511, 1.7490], [5.7459, -1.9077, 2.5222], [4.4454, -3.4733, 3.4014], [6.5598, -2.1857, 3.0518], [5.9616, -1.2328, 1.8025], [3.5924, -4.0088, 3.4770], [5.2557, -3.7036, 3.9586], [2.1807, -3.2781, -4.2183], [1.4614, -2.7055, -3.4200], [1.8886, -3.6988, -5.4256], [3.3210, -3.7351, -3.8736], [2.7195, -3.9567, -5.9386], [0.9301, -3.7713, -5.7356], [3.7543, -4.3784, -4.5206], [3.7253, -3.5909, -2.9594], [-1.5066, 5.5635, -0.0212], [-0.9873, 4.5603, 0.3294], [-2.0627, 6.4550, 0.7678], [-1.8248, 5.7685, -1.2991], [-2.2061, 7.2766, 0.1981], [-2.1113, 6.3204, 1.7676], [-1.8097, 4.9154, -1.8396], [-2.4128, 6.5445, -1.5678]],
  "forces_ev_per_a": [[0.0, 0.1, 0.0], [0.5, 1.3, 0.3], [0.8, -1.1, -0.2], [-1.7, -1.8, 1.6], [1.2, 1.7, -2.0], [0.0, 0.4, -0.2], [-0.4, -1.2, 0.8], [0.5, 0.0, -0.3], [-0.7, 0.6, -0.1], [0.2, 1.7, 2.5], [0.9, -1.0, 1.3], [2.6, -2.2, -1.8], [-3.7, 1.7, -1.0], [-0.1, -0.6, -1.0], [0.9, 0.0, 0.1], [-0.1, -0.4, -0.4], [-0.7, 0.8, 0.6], [-1.8, 0.7, -2.7], [0.8, 0.3, -2.5], [6.6, -1.3, 5.3], [-4.1, 0.0, -0.4], [0.2, 0.4, 0.3], [-0.5, 0.0, -0.4], [-0.5, 0.0, -0.4], [-0.6, -0.1, 0.6], [1.7, 2.7, -3.1], [-1.6, -1.6, -0.1], [-0.1, -1.6, 4.2], [0.3, 1.8, -2.5], [0.3, -0.4, 0.4], [0.0, -0.1, 2.1], [-0.1, 0.5, -0.6], [-0.4, -1.1, -0.5], [-0.9, 0.9, 0.6], [-2.7, -0.9, 1.0], [1.9, -1.9, -6.4], [2.2, 2.2, 5.4], [-0.5, -0.4, -0.8], [0.3, 0.2, 0.1], [-0.4, 0.0, 0.5], [-0.2, -0.1, -0.3], [1.3, 2.3, -3.8], [-1.2, 0.2, 0.4], [1.5, 1.1, 0.2], [-0.7, -2.9, 3.0], [-0.4, -0.2, 0.1], [-0.5, -0.2, 0.1], [0.3, 0.1, 0.0], [-0.5, -0.2, 0.0], [-2.9, 0.5, 1.9], [-1.4, 1.2, 0.4], [-1.1, -0.1, -2.9], [5.7, -1.7, 1.4], [-1.1, -0.2, -0.8], [0.5, 0.2, -0.3], [0.4, 0.1, 0.8], [-0.2, 0.1, -0.3], [-1.8, -0.3, -0.4], [2.2, -3.5, 1.4], [-0.3, 2.0, 0.8], [0.2, 0.2, -2.6], [-0.6, 0.7, 1.7], [0.3, 0.7, -0.3], [0.1, 0.5, -0.3], [0.0, -0.5, -0.2]],
  "lowdin_charge": [1.57, -0.75, 0.00, 0.17, 0.14, 0.13, 0.11, 0.11, 0.11, -0.79, 0.00, 0.16, 0.16, 0.13, 0.12, 0.12, 0.11, -0.78, 0.12, 0.22, 0.21, 0.15, 0.15, 0.14, 0.14, -0.72, -0.03, 0.15, 0.15, 0.13, 0.10, 0.11, 0.12, -0.82, 0.04, 0.16, 0.15, 0.12, 0.13, 0.11, 0.12, -0.75, -0.02, 0.14, 0.18, 0.10, 0.11, 0.13, 0.12, -0.80, 0.00, 0.16, 0.16, 0.11, 0.13, 0.12, 0.13, -0.80, 0.04, 0.17, 0.15, 0.11, 0.13, 0.11, 0.11],
  "s2": 4.09,
  "relative_energy_kj_mol": 1524.3,
  "total_charge": 2,
  "spin_multiplicity": 4,
  "homo_energy_ev": [-13.26, -13.27],
  "e_tot_ha": -2745.42614,
  "gap_ev": [2.6, 5.1]
}


Record 3
{
  "formula": "C8H32N16O8Y",
  "method": "ωB97M-V with the def2-TZVPD basis set",
  "symbols": ["Y", "C", "O", "N", "N", "H", "H", "H", "H", "C", "O", "N", "N", "H", "H", "H", "H", "C", "O", "N", "N", "H", "H", "H", "H", "C", "O", "N", "N", "H", "H", "H", "H", "C", "O", "N", "N", "H", "H", "H", "H", "C", "O", "N", "N", "H", "H", "H", "H", "C", "O", "N", "N", "H", "H", "H", "H", "C", "O", "N", "N", "H", "H", "H", "H"],
  "xyz": [[10.6804, -12.7937, 19.8756], [13.9868, -12.6446, 18.5832], [12.8697, -12.9096, 18.9304], [14.2666, -11.8517, 17.6024], [15.0320, -13.1200, 19.1668], [13.5136, -11.4572, 17.0569], [15.2137, -11.5011, 17.5884], [15.8964, -12.7164, 18.8352], [14.9817, -13.6864, 20.0015], [12.7515, -9.5268, 19.9819], [12.0319, -10.5254, 19.7905], [13.0412, -8.7139, 19.0057], [13.4144, -9.3097, 20.9950], [12.6810, -8.9235, 18.0857], [13.7465, -8.0180, 19.2017], [13.2392, -9.8331, 21.8409], [13.9965, -8.4851, 20.9586], [10.1538, -13.2624, 16.3575], [10.5923, -13.0879, 17.4853], [9.8617, -12.2419, 15.5983], [9.8545, -14.4495, 15.8712], [9.6849, -12.6599, 14.6961], [10.2226, -11.3221, 15.8077], [10.1003, -15.2093, 16.4897], [9.7001, -14.6973, 14.9043], [9.0908, -10.8953, 22.3639], [9.7358, -11.2151, 21.4127], [9.6376, -10.7963, 23.5618], [7.8288, -10.6493, 22.2776], [8.9603, -10.4801, 24.2411], [10.6310, -10.9261, 23.6899], [7.2947, -10.5735, 23.1315], [7.2763, -10.8006, 21.4458], [8.7016, -10.2557, 18.2600], [9.2146, -11.2480, 18.7969], [7.7536, -10.2557, 17.3675], [8.9682, -9.0017, 18.5444], [7.4465, -9.3377, 17.0792], [7.3072, -11.1121, 17.0718], [8.3613, -8.3116, 18.1254], [9.7045, -8.7825, 19.2000], [13.0881, -13.1040, 22.5607], [12.3550, -12.6089, 21.6130], [13.4579, -12.5804, 23.7232], [13.6031, -14.3163, 22.3393], [13.9795, -13.1673, 24.3585], [12.9545, -11.7642, 24.0402], [14.3530, -14.6507, 22.9275], [13.4087, -14.8887, 21.5302], [7.9178, -14.5929, 18.8879], [8.6639, -13.7780, 19.4475], [7.6557, -15.7851, 19.3130], [7.2925, -14.3625, 17.7946], [8.0238, -16.3226, 20.0848], [6.9734, -16.3516, 18.8298], [6.7304, -15.0121, 17.2635], [7.4707, -13.4468, 17.4073], [9.7121, -14.6441, 22.8777], [9.9299, -13.9455, 21.9448], [9.5532, -14.1580, 24.1194], [9.6734, -15.9256, 22.8379], [9.1285, -14.7270, 24.8377], [9.7280, -13.1633, 24.1301], [9.9328, -16.5057, 22.0528], [9.5309, -16.4894, 23.6637]],
  "forces_ev_per_a": [[-1.5, 0.4, 0.0], [0.8, -0.2, 0.2], [-4.9, -1.2, 1.3], [0.2, 2.6, -2.4], [2.8, -1.0, 1.7], [0.5, 0.0, -0.1], [-0.3, 0.3, -1.0], [0.4, -0.9, 0.6], [0.2, 0.2, -0.3], [0.0, 0.5, -3.7], [-2.2, -2.1, -0.2], [-1.0, 0.6, -2.5], [2.4, 0.4, 6.5], [0.2, 0.7, -0.1], [0.0, 0.1, -0.9], [0.4, 0.2, 0.1], [0.2, -0.1, 1.1], [0.0, 0.3, 0.8], [1.3, -0.5, 2.6], [-0.6, 0.5, -1.8], [0.1, -2.4, 0.3], [-0.2, 1.9, -0.9], [-0.1, -0.3, -0.6], [-0.1, -0.1, -0.3], [0.0, 0.2, 0.1], [0.0, 0.0, 1.6], [3.5, -1.3, -4.7], [-0.2, 0.2, 1.5], [-3.7, 0.6, 0.4], [1.1, 0.1, 0.9], [-0.6, 0.3, 0.2], [-0.2, 0.2, -0.2], [0.4, 0.0, 0.0], [0.2, -0.5, 1.0], [0.6, 0.0, -0.2], [-1.9, -1.4, -1.9], [1.9, 2.0, 1.4], [-0.7, -0.8, -0.6], [-0.1, 0.5, -0.1], [0.7, 0.5, 0.7], [-0.5, 0.3, -0.1], [-0.8, -1.0, -2.9], [0.9, 0.4, 2.3], [-0.8, 1.2, -0.2], [0.9, -1.0, 0.0], [-0.2, 0.4, 0.3], [0.5, -0.2, 0.4], [-0.2, -0.3, 0.0], [-0.2, 0.4, 0.1], [0.7, -0.6, 1.4], [1.3, 0.6, 0.7], [-0.6, -4.3, 1.9], [-1.3, 3.0, -3.8], [0.3, 0.9, 0.2], [0.0, 0.2, -0.1], [0.1, 0.1, 0.2], [-0.3, -0.3, -0.3], [-0.4, -0.6, 3.7], [1.5, 3.2, -4.7], [0.1, 1.1, -0.1], [-0.2, -5.2, -0.5], [0.2, 0.7, 0.2], [-0.6, -0.2, 0.9], [-0.1, 0.6, -0.2], [0.0, 0.2, 0.1]],
  "lowdin_charge": [1.77, -0.75, -0.05, 0.23, 0.24, 0.14, 0.14, 0.14, 0.13, -0.63, 0.20, 0.28, 0.30, 0.16, 0.17, 0.16, 0.18, -0.71, -0.09, 0.22, 0.21, 0.14, 0.13, 0.14, 0.14, -0.73, -0.04, 0.21, 0.25, 0.14, 0.12, 0.14, 0.15, -0.68, -0.09, 0.21, 0.20, 0.14, 0.13, 0.13, 0.12, -0.57, -0.15, 0.22, 0.20, 0.15, 0.12, 0.14, 0.13, -0.69, -0.09, 0.22, 0.22, 0.13, 0.14, 0.15, 0.12, -0.74, -0.03, 0.21, 0.22, 0.14, 0.09, 0.13, 0.14],
  "s2": 0.76,
  "total_charge": 4,
  "spin_multiplicity": 2,
  "homo_energy_ev": [-20.02, -20.02],
  "e_tot_ha": -1839.39979,
  "gap_ev": [10.2, 3.7]
}